[1]
A structure of composition Cl2H2LiO, computed with ωB97M-V with the def2-TZVPD basis set.

Structure (ORCA input):
```
! wB97M-V def2-TZVPD RIJCOSX def2/J DEFGRID3
* xyz -1 1
Cl 1.70 18.49 -16.53
Cl 4.90 15.95 -16.50
O 3.52 17.19 -19.67
Li 3.62 17.52 -17.66
H 3.96 17.62 -20.41
H 3.49 16.26 -19.90
*
```

Energy relative to the best compared isomer or geometry (same formula, charge and spin): 0.000 eV
Kohn-Sham gap: 0.2602 Eh
Calculated total energy: -27335.224 eV
HOMO energy: -4.59 eV
Maximum force: 0.97 eV Å⁻¹

[2]
A cluster of 2 separate species, Cl2H2NP in total, computed with ωB97M-V with the def2-TZVPD basis set.

Structure (ORCA input):
```
! wB97M-V def2-TZVPD RIJCOSX def2/J DEFGRID3
* xyz 0 1
Cl 2.24 -0.61 -0.12
Cl -0.03 1.80 -1.32
P 0.72 -0.61 1.22
N -0.49 -0.93 0.31
H -1.47 -0.97 0.63
H -0.97 1.31 -0.71
*
```

Energy relative to the best compared isomer or geometry (same formula, charge and spin): 1.346 eV
Kohn-Sham gap: 0.3492 Eh
Calculated total energy: -35856.329 eV
SMILES: [H]/N=P/Cl.Cl
HOMO energy: -10.06 eV
Maximum force: 2.32 eV Å⁻¹

[3]
An isolated molecule of Cl2H3NSi, computed with ωB97M-V with the def2-TZVPD basis set.

Structure (ORCA input):
```
! wB97M-V def2-TZVPD RIJCOSX def2/J DEFGRID3
* xyz 0 1
Cl 1.29 1.99 -0.17
Cl 1.74 -1.43 0.20
Si 0.51 0.22 -0.45
N -1.01 -0.11 0.42
H -1.42 0.71 0.88
H 0.26 -0.32 -1.70
H -1.36 -1.06 0.82
*
```

Energy relative to the best compared isomer or geometry (same formula, charge and spin): 0.507 eV
Kohn-Sham gap: 0.3876 Eh
Calculated total energy: -34464.241 eV
SMILES: N[SiH](Cl)Cl
HOMO energy: -9.97 eV
Maximum force: 5.39 eV Å⁻¹